(1)
Entry from OMol25: 2 unconnected molecules or ions with the total composition C2H2BrO2S in a non-equilibrium geometry (the ωB97M-V functional and the def2-TZVPD basis).

## Properties
* gap between HOMO and LUMO: 6.4042 eV
* energy relative to the best compared isomer or geometry (same formula, charge and spin): 1.4667 eV
* charge: -1
* DFT total energy: -3200.1267 Eh

XYZ file:
```
8
Properties=species:S:1:pos:R:3:forces:R:3
C 0.178689 -2.591654 0.175512 -0.072 0.815 -0.037
C -0.516577 -0.160557 -0.351669 0.307 -0.396 -0.425
O 0.807456 -2.366043 1.123146 0.598 0.114 0.958
O -0.354329 -3.110423 -0.711287 -0.573 -0.616 -0.917
S 0.399814 1.195221 0.340407 -0.188 -0.075 0.082
Br -2.499607 -0.032504 0.128856 -0.190 0.100 -0.037
H -0.537168 0.033411 -1.436058 -0.102 0.002 0.278
H 0.640529 0.602883 1.519240 0.220 0.056 0.099
```
Forces are in eV/Å.



(2)
Entry from OMol25: 2 unconnected molecules or ions with the total composition C2H2BrP in a non-equilibrium geometry (the ωB97M-V functional and the def2-TZVPD basis).

## Properties
* gap between HOMO and LUMO (alpha / beta): 7.8023 / 6.7019 eV
* energy relative to the best compared isomer or geometry (same formula, charge and spin): 0.3584 eV
* DFT total energy: -2992.6129 Eh
* multiplicity: 3

XYZ file:
```
6
Properties=species:S:1:pos:R:3:forces:R:3
C 0.376609 0.318003 -0.705324 -0.382 0.260 0.734
C 0.253910 0.584399 0.592501 -0.561 -1.407 0.103
P 1.322453 1.780685 -0.160933 0.016 0.357 -0.383
Br 4.176730 -0.262870 0.166708 0.134 -0.137 0.016
H 0.017474 -0.308946 -1.538640 0.340 0.389 0.781
H -0.202878 0.187674 1.538517 0.454 0.538 -1.251
```
Forces are in eV/Å.



(3)
Entry from OMol25: a molecular structure, C2H2Cl2O in a non-equilibrium geometry (the ωB97M-V functional and the def2-TZVPD basis).

## Properties
* gap between HOMO and LUMO: 7.7559 eV
* energy relative to the best compared isomer or geometry (same formula, charge and spin): 4.2782 eV
* DFT total energy: -1072.8674 Eh

XYZ file:
```
7
Properties=species:S:1:pos:R:3:forces:R:3
C 0.220704 0.438412 0.094951 0.939 -1.127 -0.982
C -1.107372 0.265093 0.085037 1.808 0.802 1.450
O -0.791257 0.773428 1.255154 -1.504 -0.312 -0.312
Cl -2.382132 -0.410410 -0.618703 -1.180 -0.232 -0.258
Cl 2.206704 -1.582608 -0.501618 -0.544 0.204 0.175
H 1.004207 -0.678615 0.000718 0.529 -0.134 0.052
H 0.849143 1.194700 -0.315541 -0.047 0.799 -0.124
```
Forces are in eV/Å.



(4)
Entry from OMol25: 2 unconnected molecules or ions with the total composition C2H2Cl2O2 in a non-equilibrium geometry (the ωB97M-V functional and the def2-TZVPD basis).

## Properties
* gap between HOMO and LUMO (alpha / beta): 9.0564 / 9.0569 eV
* energy relative to the best compared isomer or geometry (same formula, charge and spin): 3.4534 eV
* DFT total energy: -1148.1794 Eh

XYZ file:
```
8
Properties=species:S:1:pos:R:3:forces:R:3
C -0.602755 -0.543715 0.432130 -0.213 4.056 -2.955
C 1.242418 0.824501 -0.991035 -0.186 0.539 -1.041
O -1.370118 0.285161 0.078782 2.632 -2.890 1.522
O 1.296819 -0.148642 -0.174137 -2.509 -3.034 3.651
Cl 2.851127 1.653109 -0.953360 -0.544 0.009 -0.546
Cl 0.759970 0.077177 -2.620672 0.337 0.681 -0.528
H -0.653009 -1.524029 0.892190 0.574 -0.107 0.161
H 0.450614 1.526317 -0.780318 -0.091 0.746 -0.263
```
Forces are in eV/Å.



(5)
Entry from OMol25: 2 unconnected molecules or ions with the total composition C2H2Cl2O2S in a non-equilibrium geometry (the ωB97M-V functional and the def2-TZVPD basis).

## Properties
* gap between HOMO and LUMO: 9.5968 eV
* energy relative to the best compared isomer or geometry (same formula, charge and spin): 1.1992 eV
* DFT total energy: -1546.4098 Eh

XYZ file:
```
9
Properties=species:S:1:pos:R:3:forces:R:3
C -1.506210 -0.828247 0.427281 0.773 -1.081 -0.382
C 1.206800 1.521869 -0.846722 -0.176 0.276 -0.065
O 0.560962 -1.659269 1.661748 0.528 -0.328 0.317
O 0.760714 2.601479 -0.988546 0.087 -0.152 0.051
S -0.296299 -1.912089 0.508708 -1.353 1.303 0.109
Cl 2.067614 0.975491 0.539486 0.134 0.050 0.234
Cl 1.048075 0.255933 -2.027618 0.019 -0.091 -0.327
H -2.178415 -0.921857 -0.405098 -0.166 -0.126 -0.274
H -1.663241 -0.033309 1.130760 0.155 0.149 0.337
```
Forces are in eV/Å.



(6)
Entry from OMol25: a molecular structure, C2H2Cl2O2S in a non-equilibrium geometry (the ωB97M-V functional and the def2-TZVPD basis).

## Properties
* gap between HOMO and LUMO (alpha / beta): 6.9769 / 6.9762 eV
* energy relative to the best compared isomer or geometry (same formula, charge and spin): 4.7061 eV
* DFT total energy: -1546.2809 Eh

XYZ file:
```
9
Properties=species:S:1:pos:R:3:forces:R:3
C 0.149184 0.514100 -1.313441 -1.149 0.916 2.702
C 1.116783 -0.359870 1.678772 3.075 0.238 -1.425
O -1.628221 0.740387 0.421226 -1.487 0.246 -0.275
O -0.851479 0.054543 -1.976156 -0.850 -1.014 -1.513
S -0.219097 1.123238 0.195863 1.251 0.378 -0.690
Cl 1.852236 -1.832901 1.101711 -0.054 -0.121 -0.384
Cl 0.122691 -0.696834 2.874628 -2.337 -0.563 2.370
H 1.112587 0.206545 -1.530799 1.861 -0.009 -1.007
H -1.654683 0.250792 -1.451805 -0.310 -0.070 0.221
```
Forces are in eV/Å.



(7)
Entry from OMol25: 2 unconnected molecules or ions with the total composition C2H2Cl2OS in a non-equilibrium geometry (the ωB97M-V functional and the def2-TZVPD basis).

## Properties
* gap between HOMO and LUMO: 9.3295 eV
* energy relative to the best compared isomer or geometry (same formula, charge and spin): 3.3007 eV
* SMILES: C#CCl.OSCl
* DFT total energy: -1471.0926 Eh

XYZ file:
```
8
Properties=species:S:1:pos:R:3:forces:R:3
C 0.727892 2.055246 -0.327152 1.135 0.659 0.225
C 0.759425 1.609007 0.790925 -1.047 -1.099 0.138
Cl 0.393330 0.648283 2.072303 0.263 0.301 0.243
H 1.196347 2.625457 -1.086386 -0.337 0.146 -0.583
O -1.242931 -0.908732 -0.271400 -0.576 -0.580 -2.137
S -1.310056 -2.586660 -0.409677 -0.265 1.405 0.297
Cl 0.464920 -2.807065 0.427090 1.062 -0.914 0.395
H -0.988927 -0.635535 -1.195703 -0.235 0.081 1.423
```
Forces are in eV/Å.



(8)
Entry from OMol25: a molecular structure, C2H2Cl2OS in a non-equilibrium geometry (the ωB97M-V functional and the def2-TZVPD basis).

## Properties
* gap between HOMO and LUMO (alpha / beta): 8.3171 / 8.3156 eV
* energy relative to the best compared isomer or geometry (same formula, charge and spin): 2.1919 eV
* DFT total energy: -1471.1333 Eh

XYZ file:
```
8
Properties=species:S:1:pos:R:3:forces:R:3
C 0.612594 0.507081 -1.929462 -0.551 -0.474 2.075
C -0.303221 -0.297250 1.685575 -2.599 1.185 -4.540
O 1.542974 0.580491 -2.639577 0.244 0.332 -1.447
S 0.905165 0.094453 -0.272810 1.429 -0.525 3.150
Cl -1.126032 -1.733489 1.357307 0.086 -1.331 0.466
Cl -1.062455 0.656416 -2.196636 -1.376 0.430 -1.338
H 0.545881 -0.235391 2.258034 1.819 -0.185 1.325
H -1.114905 0.427689 1.737570 0.948 0.568 0.308
```
Forces are in eV/Å.



(9)
Entry from OMol25: a single C2H2Cl2Si molecule in a non-equilibrium geometry (the ωB97M-V functional and the def2-TZVPD basis).

## Properties
* gap between HOMO and LUMO: 9.7326 eV
* energy relative to the best compared isomer or geometry (same formula, charge and spin): 1.3910 eV
* SMILES: C#C[SiH](Cl)Cl
* DFT total energy: -1287.2702 Eh

XYZ file:
```
7
Properties=species:S:1:pos:R:3:forces:R:3
C 1.851812 0.273114 -0.898475 -1.868 -0.728 1.133
C 0.844514 -0.026294 -0.324917 -1.648 -0.434 0.404
Si -0.727837 -0.346280 0.564711 -1.290 4.122 0.191
Cl -2.246456 1.553889 -0.123993 1.879 -2.155 0.744
Cl -1.973238 -1.847357 0.052518 0.647 -0.102 0.250
H 2.771110 0.226380 -1.298466 2.664 0.471 -1.368
H -0.519903 0.166546 2.028619 -0.383 -1.173 -1.353
```
Forces are in eV/Å.



(10)
Entry from OMol25: 3 unconnected molecules or ions with the total composition C2H2Cl3IO2 in a non-equilibrium geometry (the ωB97M-V functional and the def2-TZVPD basis).

## Properties
* gap between HOMO and LUMO: 8.3631 eV
* energy relative to the best compared isomer or geometry (same formula, charge and spin): 2.5009 eV
* DFT total energy: -1906.0377 Eh

XYZ file:
```
10
Properties=species:S:1:pos:R:3:forces:R:3
C 1.354425 0.828591 0.191824 2.010 1.180 -2.657
C -0.944606 -0.800332 0.516092 0.372 0.441 1.203
O 0.701010 1.322404 1.188520 0.073 0.051 1.340
O 1.031489 0.697845 -0.953509 -0.109 -0.519 1.137
Cl -2.354716 -0.961884 1.455419 -0.760 -0.201 0.194
Cl -1.845407 -0.122124 -1.657610 0.786 -0.895 -2.770
Cl -0.180184 -2.295004 0.368067 0.234 -0.629 -0.336
I 3.547458 0.814165 0.547419 -0.853 -0.213 0.279
H -0.241669 1.156501 1.027358 -0.418 -0.198 -0.282
H -1.067800 -0.640164 -2.683582 -1.335 0.982 1.891
```
Forces are in eV/Å.